Molecular formula: C44H122N10O14
Method: DFT, wB97M-V/def2-TZVPD

CARTESIAN COORDINATES (ANGSTROEM)
1 O 17.24 5.02 3.95
2 O 17.89 5.95 -3.56
3 O 21.41 6.03 0.57
4 O 23.27 -0.06 3.87
5 O 18.78 7.03 -0.54
6 O 19.84 -2.29 -0.53
7 O 20.53 -3.59 -6.05
8 O 15.63 5.90 1.17
9 O 17.60 1.74 -1.72
10 O 16.89 -2.58 2.53
11 O 11.00 1.94 -1.22
12 O 21.94 -0.34 -0.33
13 O 14.02 3.34 -6.39
14 O 22.82 2.30 -2.74
15 N 17.70 -3.35 -7.03
16 N 19.29 7.83 5.28
17 N 20.78 8.79 2.95
18 N 22.85 2.65 4.59
19 N 24.75 2.19 -5.77
20 N 17.05 8.55 -2.91
21 N 16.12 2.84 -4.35
22 N 17.33 -2.13 5.21
23 N 11.78 1.46 1.95
24 N 18.79 0.29 0.76
25 C 16.28 -0.08 4.41
26 C 14.31 1.27 -3.76
27 C 17.89 1.45 0.70
28 C 16.12 -1.59 4.62
29 C 16.96 4.11 5.05
30 C 16.48 6.46 0.12
31 C 14.62 2.06 -6.29
32 C 21.13 6.77 1.80
33 C 21.85 9.06 0.65
34 C 17.09 -2.13 -5.06
35 C 20.60 2.12 5.30
36 C 18.44 7.09 -4.22
37 C 23.48 -1.13 2.94
38 C 22.14 -1.69 -0.81
39 C 16.86 8.00 4.88
40 C 18.22 -2.62 -5.97
41 C 21.95 0.40 3.96
42 C 18.18 2.30 -0.53
43 C 18.72 4.81 -3.88
44 C 23.31 3.91 -5.35
45 C 17.37 8.16 -4.26
46 C 18.35 6.02 4.10
47 C 10.49 1.16 -2.37
48 C 15.23 1.81 -4.87
49 C 20.81 8.34 1.56
50 C 18.39 2.14 1.95
51 C 15.77 -2.43 3.40
52 C 21.56 3.04 -2.88
53 C 21.41 -4.52 -5.50
54 C 20.85 -2.10 -1.51
55 C 17.99 9.45 -4.96
56 C 22.03 1.54 5.01
57 C 18.20 0.67 -2.39
58 C 17.94 6.56 0.50
59 C 13.66 3.55 -7.82
60 C 21.83 4.63 0.75
61 C 13.84 1.72 1.11
62 C 12.42 1.85 0.73
63 C 24.01 2.77 -4.69
64 C 18.03 7.16 5.13
65 C 23.25 1.67 -3.97
66 C 19.33 -3.39 -5.33
67 C 16.48 -2.68 1.13
68 C 11.85 1.08 -0.53
69 H 21.03 -2.98 -2.13
70 H 17.56 -0.20 -2.28
71 H 18.20 1.65 2.90
72 H 17.33 10.22 -5.36
73 H 14.47 3.25 -8.49
74 H 17.94 7.38 1.21
75 H 18.96 -4.41 -5.26
76 H 17.93 3.12 2.08
77 H 23.14 4.76 -4.68
78 H 20.26 1.44 6.08
79 H 16.37 4.60 5.82
80 H 21.63 10.12 0.66
81 H 22.47 1.09 5.90
82 H 18.56 6.51 3.15
83 H 19.00 8.51 5.97
84 H 19.90 7.28 5.87
85 H 22.98 -2.03 3.31
86 H 23.19 -0.89 1.92
87 H 17.74 3.29 -0.44
88 H 22.83 8.75 1.03
89 H 16.82 1.22 0.65
90 H 22.90 4.57 0.53
91 H 14.72 1.13 -2.76
92 H 19.22 5.40 4.31
93 H 17.01 8.88 5.50
94 H 16.14 7.47 -0.12
95 H 19.27 2.36 -0.59
96 H 18.48 -0.30 1.51
97 H 19.60 6.56 -0.36
98 H 16.48 -2.97 -4.71
99 H 12.68 3.18 -8.13
100 H 15.59 3.68 -4.56
101 H 16.74 8.27 3.83
102 H 10.85 1.82 1.84
103 H 16.34 -1.47 -5.48
104 H 18.38 4.19 -4.71
105 H 20.35 6.19 2.28
106 H 9.82 0.36 -2.02
107 H 9.85 1.77 -3.01
108 H 13.45 1.93 -3.67
109 H 20.95 2.49 -2.17
110 H 15.30 -3.40 3.60
111 H 22.50 1.28 -4.66
112 H 15.56 1.97 -6.83
113 H 23.96 4.37 -6.09
114 H 18.38 9.04 -5.88
115 H 20.24 9.64 2.99
116 H 24.74 3.31 -4.09
117 H 17.15 -3.05 5.59
118 H 14.34 0.20 -3.97
119 H 15.35 0.45 4.20
120 H 19.75 5.06 -4.12
121 H 15.92 7.50 5.14
122 H 14.01 1.26 -6.69
123 H 21.44 0.71 3.05
124 H 19.28 0.66 -2.21
125 H 18.38 5.77 1.11
126 H 16.39 7.90 -4.66
127 H 15.90 0.98 -5.10
128 H 21.23 4.05 0.05
129 H 16.37 3.32 4.60
130 H 18.82 9.96 -4.47
131 H 19.37 7.39 -3.75
132 H 18.12 0.94 -3.44
133 H 21.36 -0.43 4.36
134 H 16.76 0.13 3.46
135 H 11.30 0.82 -3.01
136 H 18.50 -3.46 -7.63
137 H 24.01 1.77 -6.32
138 H 25.24 2.86 -6.35
139 H 21.67 4.09 -2.62
140 H 23.98 0.88 -3.78
141 H 24.51 -1.46 3.08
142 H 14.34 2.67 0.89
143 H 22.39 3.69 -5.90
144 H 20.19 -3.06 -0.07
145 H 21.99 6.66 2.46
146 H 20.65 3.19 5.54
147 H 18.63 -0.40 0.04
148 H 16.34 2.71 -3.37
149 H 17.91 -2.13 4.38
150 H 15.73 -3.45 0.93
151 H 18.57 4.31 -2.92
152 H 19.80 8.37 1.16
153 H 19.46 2.38 1.92
154 H 16.17 5.30 1.69
155 H 17.31 -3.02 0.52
156 H 19.56 -3.11 -4.30
157 H 17.02 7.64 -2.47
158 H 22.26 -4.55 -6.19
159 H 14.02 1.63 2.18
160 H 21.95 8.70 -0.38
161 H 16.44 5.96 -0.85
162 H 21.07 3.02 -3.85
163 H 12.75 0.69 -1.01
164 H 20.96 -5.51 -5.42
165 H 18.57 -1.67 -6.36
166 H 14.41 0.82 0.87
167 H 12.16 2.90 0.58
168 H 23.75 2.21 4.48
169 H 15.28 -1.59 5.32
170 H 20.11 2.13 4.33
171 H 22.49 -2.29 0.03
172 H 21.19 -0.38 0.27
173 H 22.91 3.28 5.38
174 H 21.85 -4.20 -4.55
175 H 17.78 6.69 6.08
176 H 17.51 -4.28 -6.70
177 H 21.70 4.27 1.77
178 H 20.23 8.27 3.62
179 H 17.83 3.52 5.33
180 H 13.46 4.62 -7.87
181 H 16.32 -1.66 0.78
182 H 23.00 -1.74 -1.48
183 H 17.42 -1.64 -4.15
184 H 15.06 -1.91 2.75
185 H 12.10 1.96 2.77
186 H 18.69 6.88 -5.26
187 H 16.57 0.42 5.34
188 H 17.96 8.82 -2.57
189 H 20.57 -1.40 -2.30
190 H 11.33 0.20 -0.16

Calculated values
SMILES = COC[C@H](C)N.COC[C@H](C)N.COC[C@H](C)N.COC[C@H](C)N.COC[C@H](C)N.COC[C@H](C)N.COC[C@H](C)N.COC[C@H](C)N.COC[C@H](C)N.COC[C@H](C)N.OCCO.OCCO
HOMO = -8.6 eV
largest force on an atom = 4.6 eV/Å
Kohn-Sham gap = 8.86 eV
energy relative to the best compared isomer or geometry (same formula, charge and spin) = 305.4 kcal/mol